# C37H59N2O21

A cluster of 7 separate species, C37H59N2O21 in total at a distorted geometry (ωB97M-V with the def2-TZVPD basis set, the OMol25 dataset).

The total charge is +1.

Last column: Löwdin charge in e.
Geometry (Å):
C -2.12291 0.05295 -1.46139  0.0086
H -1.22221 -2.83869 -2.01249  0.0535
O -6.18138 7.34770 -8.07599  0.0863
O -5.45430 -5.26373 -3.13428  0.1634
O 0.17481 -2.58734 6.68523  0.0811
O -4.17688 1.35424 -5.16752  0.0893
C -2.52675 -6.01709 -1.60691  -0.1054
H -5.65519 -1.34159 2.76849  0.1644
H 6.63388 -1.74919 3.77996  0.1395
C -3.69829 -2.03148 3.35774  -0.1008
O -3.77793 -1.68018 4.73436  0.0343
C -2.50964 -4.51650 -1.63130  -0.3458
O 9.29925 -3.00478 1.35296  0.1385
H 7.51778 2.35899 -1.88605  0.1664
H 2.41823 2.48426 2.48960  0.1240
C -6.17361 8.69387 -7.85951  -0.5368
H 4.09238 4.05985 2.33513  0.1312
C 4.77021 -2.39304 1.97866  -0.0208
C 10.01609 -0.05430 0.92683  -0.0532
O 7.03532 -2.88752 1.27790  0.0789
C 6.71265 -2.81298 3.53331  -0.1028
C -4.93354 5.46278 -7.20909  -0.0297
C 5.15787 3.19473 0.56447  -0.1170
H -3.06375 -2.91855 3.26017  0.1492
H -2.22448 -6.41966 -0.63825  0.1433
C 0.30061 2.07103 0.38853  -0.1953
H 9.17794 -0.52598 1.56754  0.0770
C -4.87598 6.87263 -7.75566  -0.3435
H -5.66846 5.38217 -6.40342  0.0979
C 1.32173 3.27733 0.71129  -0.1976
H -1.90125 2.39431 0.81288  0.1230
H 0.89583 1.09033 0.52788  0.1032
H -5.25177 4.76804 -7.99127  0.0906
C 6.91048 2.55938 -0.94990  0.0637
H 6.42643 2.69164 2.52217  0.1552
H -1.36883 0.01720 -2.31295  0.0953
C -0.82911 -2.89429 7.65174  -0.3374
H -1.80884 0.66976 2.95704  0.1367
H 6.35093 -3.40076 4.37881  0.1488
O -5.04289 9.07767 -7.20060  0.0623
H -0.51416 -3.11970 9.78155  0.1443
O -5.17328 -2.35703 6.38930  0.1608
O -5.66671 -2.78864 4.22004  0.0966
O -0.63122 -1.45908 -0.15730  0.0497
H -1.87986 -1.04577 7.25480  0.1001
H 5.82193 -4.25761 2.20209  0.1650
C -2.62827 0.38760 -6.53188  -0.1077
C -2.09516 -2.11076 7.38107  -0.0141
N 5.55121 3.06609 -0.81943  0.1022
O 1.21237 -2.81834 8.66494  0.0667
H -2.81950 -2.23308 8.18895  0.1009
H -2.55306 -2.44699 6.45104  0.0590
O 8.52635 1.90914 0.89552  -0.0611
H 1.65494 3.69783 -0.31400  0.1110
H -3.31826 8.00589 -6.76690  0.1396
H -2.82285 -4.09725 -0.66822  0.1506
C -1.27322 0.53547 1.94250  -0.1713
H -4.72843 7.67746 -5.73205  0.1415
H -4.76222 0.12594 -6.70086  0.1646
O -3.89358 -6.31299 -1.86950  0.0702
C 3.82961 3.72471 1.26185  -0.1370
C -4.40347 7.88727 -6.75611  -0.1126
H -0.23986 -1.46373 9.19112  0.1421
H -1.03246 -3.96961 7.60044  0.1628
C -1.17902 -3.92918 -2.04707  -0.0205
H -3.41528 -0.95773 -4.17208  0.0674
H -0.08107 2.05923 -0.68771  0.1045
O 8.07562 -3.11554 3.25721  0.0732
H -2.51198 -0.11888 -7.49176  0.1446
H 3.47295 4.66656 0.71338  0.1223
C 9.24194 1.02367 -0.01894  -0.1826
H 4.99238 -1.32966 1.84796  0.0789
H -3.13785 -0.41212 -1.69884  0.0952
H -4.27141 6.89923 -8.66922  0.1601
O 2.43831 -2.68939 6.76137  0.1366
C -4.39246 -5.26499 -2.58402  -0.5366
H 0.84854 4.10226 1.35467  0.1266
H -2.29717 1.15614 -1.19987  0.0814
H -0.83807 2.70352 2.28795  0.1199
O -2.21871 -0.23091 1.11571  -0.1111
C -4.06394 -1.06073 -5.04672  -0.0134
C -5.31957 -3.27033 1.87332  -0.0149
C -5.13467 -2.27737 3.00057  -0.3347
H -6.38113 -3.38145 1.63834  0.0926
O -3.51845 -4.21720 -2.59252  0.0737
H 4.30476 -2.73047 1.04888  0.0872
C -3.98460 0.16479 -5.93035  -0.3396
C 6.36733 2.71841 1.38911  0.1147
H 4.89948 3.32074 -1.57878  0.1733
O -2.59605 1.80004 -6.70162  0.0683
H -0.93427 -4.19899 -3.07861  0.0953
C -4.90039 -2.28134 5.22658  -0.5334
C 8.23843 -3.00435 1.90974  -0.5465
H 8.57740 0.40399 -0.70757  0.1350
N 7.36001 2.34248 0.39054  -0.1071
O -3.50198 3.49288 -5.49607  0.1364
C 6.03223 -3.18368 2.24823  -0.3407
C -0.15407 -2.52557 8.93972  -0.1057
H -3.96102 5.14229 -6.83504  0.0652
H -0.37330 -4.26573 -1.39121  0.0968
C -3.43262 2.32725 -5.76399  -0.5224
H -5.08086 -1.18674 -4.66665  0.0955
H -4.95857 -4.26230 2.15944  0.0950
C 1.37634 -2.69899 7.31796  -0.5418
C -0.97388 2.00848 1.37886  -0.1546
H -0.31171 -0.03647 2.16743  0.1356
H -3.78307 -1.96398 -5.59257  0.0975
H -4.79557 -2.94780 0.97041  0.0795
O -7.04546 9.43908 -8.19933  0.1599
C 2.64356 2.63732 1.37791  -0.1909
H 10.42942 -0.92106 0.28534  0.1022
H -1.91359 -6.47498 -2.38954  0.1434
C -1.57578 -0.64119 -0.10326  -0.3895
H 10.05211 1.62740 -0.54805  0.1358
H 2.98365 1.66865 0.87654  0.1143
H -3.26057 -1.21727 2.77796  0.1065
H -1.80352 0.09603 -5.87342  0.1379
H 4.04857 -2.50833 2.79041  0.0958
H 10.81328 0.42434 1.58430  0.0949

# C37H60FN7OP2PtSSi

A structure of composition C37H60FN7OP2PtSSi (ωB97M-V with the def2-TZVPD basis set, the OMol25 dataset).

The total charge is 0.

Last column: Löwdin charge in e.
Geometry (Å):
C -3.60192 -3.42338 -3.10760  -0.2022
C -0.70284 -5.15856 3.45447  -0.2001
C 1.19140 -2.00610 -2.29558  -0.2277
H -1.70230 -2.46285 -3.41288  0.0691
C 0.78729 0.18726 2.14039  -0.3052
H 0.65594 -0.92525 3.96360  0.0664
H 0.24111 -1.49397 -2.45450  0.0629
N -1.48283 -4.14831 -1.24567  -0.2140
H 2.84237 -2.55765 0.52026  0.1022
H 3.02778 -1.05714 4.41587  0.1024
H 3.79225 1.10767 0.79241  0.1165
C -3.69914 -3.10014 -1.61913  -0.1920
H 2.43533 -0.24400 -2.46145  0.0942
H 0.37307 2.53794 -3.64615  0.0633
C 1.33542 -0.45044 3.27528  -0.0591
H 2.59337 -4.27334 -1.99348  0.1192
H 0.73651 -6.01692 1.24097  0.1154
C -3.29859 -0.92687 2.42492  -0.1808
H 4.68129 -0.07662 2.81877  0.0961
O -1.81542 0.08022 -2.05770  -0.5018
N -1.37814 7.27876 4.90580  0.0649
N 0.02709 -4.08450 0.87269  -0.2129
C -1.35513 -4.44272 -2.66322  -0.2124
H -1.78553 8.47656 1.78780  0.1038
N -1.70014 2.20845 0.06364  -0.1063
H -1.38615 -3.15724 3.00677  0.1015
N -0.57160 0.24028 1.89330  -0.2257
H 1.79131 -0.56567 -0.84847  0.0812
F 1.41156 1.46976 0.19827  -0.0365
H -1.74070 -5.45758 -2.84198  0.1180
C -2.97120 2.50592 -0.24311  -0.1560
H -2.24781 2.71198 -4.56874  0.0592
C -1.28137 8.06890 3.84225  -0.1411
H 0.05451 2.88618 0.88707  0.1067
H -4.59118 3.89820 -0.19652  0.1123
H -0.29908 -4.44308 -2.92700  0.1009
S -3.51379 6.27783 0.99972  1.0200
C -1.52961 -0.35935 4.78612  -0.1842
P -1.36858 0.93130 -3.21434  0.5811
H -0.86875 0.32779 5.31956  0.0365
C -2.13629 -3.45980 -3.53490  -0.1891
H -2.19448 5.55051 5.66659  0.1107
H -2.49405 -0.36326 5.30497  0.0354
H -1.41686 -5.32366 4.26480  0.1062
C 2.22567 -1.03496 -1.73365  -0.1875
C 2.18152 -3.84511 -1.06670  -0.2037
H -3.39696 4.92929 3.58926  0.1068
C -2.58087 1.93225 3.26445  -0.1796
C 3.51854 -1.75623 -1.36554  -0.1950
Pt -1.21950 0.16753 -0.01633  1.0315
C -2.47828 2.30398 -3.58351  -0.1665
H -2.90189 -3.82414 0.24902  0.0932
C -3.54760 3.72873 0.03171  -0.0812
C 3.13193 0.65029 1.51924  -0.0419
C -1.90440 7.80619 2.62820  -0.0843
C -2.12709 6.18272 4.78837  -0.1292
H -2.04263 -3.74534 -4.58792  0.1106
H -0.58973 -5.90129 0.07765  0.1049
H 4.22548 -1.06294 -0.90377  0.1002
N -1.06092 -1.78245 -0.08651  -0.3335
H -3.53436 1.70801 -0.70958  0.1126
H 1.50021 -3.86250 2.34548  0.1250
H -3.50850 1.94612 -3.57552  0.0634
H -1.12141 -1.36732 4.86198  0.0031
H -0.66562 8.95438 3.95518  0.1073
C -2.68104 6.66326 2.52376  -0.5392
H 0.23580 -5.64062 3.75448  0.1115
C -0.44792 -3.66827 3.24710  -0.1815
H -2.17378 -5.39036 1.89240  0.1023
C -1.45233 4.41843 0.93287  -0.0510
H -3.19446 1.96038 4.17105  0.0326
H -3.28714 -2.10560 -1.42711  0.0782
C -1.30524 -0.04178 -4.72369  -0.1595
H 4.14079 -3.49380 -0.22780  0.1111
C 3.22692 -2.92999 -0.43552  -0.1754
Si -1.90154 0.18338 3.01824  0.3984
H -3.20946 2.26197 2.43291  0.0107
C 3.61729 -0.00047 2.64119  -0.1063
C -1.19395 -5.79885 2.15793  -0.1840
C -0.96149 3.15886 0.64754  -0.1059
N 0.96037 -3.12226 -1.39302  -0.2077
H -3.13524 -1.27605 1.40546  -0.0208
H -0.85820 0.53283 -5.53590  0.0631
H -0.03925 -3.21985 4.15732  0.0985
H -2.31281 -0.34873 -5.00619  0.0649
H 1.02860 0.93252 -3.24544  0.0362
H -4.25660 -0.39930 2.47408  0.0269
H -3.30757 -5.10490 -0.90472  0.1193
H 0.38200 1.94894 -1.95688  0.0333
H -4.16579 -2.69810 -3.70129  0.1007
H -0.80829 5.14323 1.41159  0.1201
H 0.64046 -2.38295 1.89311  0.0748
C 1.77340 0.74688 1.30574  -0.2430
C 2.69321 -0.53831 3.52560  -0.0932
H 1.94038 -4.67363 -0.40534  0.0981
H -3.37554 -1.80711 3.07034  0.0212
H -2.36849 3.09110 -2.83791  0.0434
C -2.87729 -4.09693 -0.80645  -0.2243
C 0.25926 1.66416 -3.00300  -0.1485
H -0.70833 -0.93500 -4.53746  0.0394
C 0.51313 -3.44700 2.08534  -0.2165
P -0.42362 -3.11294 -0.41915  0.5453
H -4.04971 -4.40682 -3.29922  0.1093
C -2.80394 5.83356 3.63061  -0.0780
C -2.77664 4.71201 0.64248  -0.5172
H -1.30959 -6.87936 2.27897  0.1082
H -1.76758 2.65228 3.39018  0.0263
H 1.54011 -2.39931 -3.26521  0.1223
H -4.73998 -3.11328 -1.28246  0.1092
H 3.99319 -2.13605 -2.27941  0.1111
C -0.21751 -5.50921 1.02056  -0.2195

Values of Kohn-Sham gap, in order: 8.2, 6.4, all in eV.